Record 1
130
Properties=species:S:1:pos:R:3:forces:R:3 method="wB97M-V/def2-TZVPD" homo_lumo_gap_ev=8.583 e_homo_ev=-9.0 de_lowest_kj_mol=202.6 charge=0
O 3.344 -0.529 1.077 -0.54 -0.64 -1.85
H 3.227 -0.949 0.157 0.48 1.69 1.76
H 2.613 -0.983 1.528 0.64 0.09 0.49
O 1.082 3.313 -2.479 0.88 -1.03 -0.70
H 1.423 2.402 -2.388 0.19 0.54 -0.31
H 0.495 3.423 -1.744 -0.37 0.75 1.19
O 1.843 0.762 -3.110 -0.27 -0.04 -0.79
H 1.834 0.285 -2.288 -0.04 -0.73 0.85
H 2.521 0.373 -3.667 0.13 0.19 0.00
O -3.738 1.225 1.455 -2.10 -0.65 -0.27
H -3.317 1.533 0.663 1.04 0.62 -0.82
H -4.609 0.935 1.074 0.80 0.48 0.95
O 2.393 3.610 0.929 0.30 -0.26 0.21
H 3.148 3.833 1.474 -0.08 0.32 0.34
H 2.792 3.047 0.253 0.06 -0.24 -0.54
O 2.006 -2.206 2.705 0.38 0.21 -0.14
H 1.926 -3.123 2.960 -0.32 -0.23 0.11
H 1.150 -1.761 2.760 -0.53 -0.17 0.13
O 0.317 4.592 -0.266 1.77 0.29 -0.30
H -0.497 4.238 -0.001 -1.78 -0.22 0.78
H 0.975 4.212 0.362 -0.15 0.58 -0.47
O -1.152 3.608 2.963 1.19 -0.76 1.73
H -1.701 3.558 3.765 0.07 0.19 -0.98
H -1.605 3.797 2.154 -1.18 0.49 -0.37
O -2.392 0.754 3.874 0.83 0.62 -1.66
H -2.825 1.299 3.192 0.30 -0.27 0.06
H -3.023 0.694 4.548 -1.40 -0.28 1.71
O -2.210 4.175 0.620 -0.42 -0.13 0.09
H -2.205 3.476 -0.026 0.14 -1.03 -0.70
H -2.871 4.752 0.257 -0.47 0.81 -0.03
C -3.362 -1.372 -0.531 -0.71 1.72 1.44
C -3.654 -2.802 -0.969 -0.47 1.56 0.08
O -3.911 -2.780 -2.351 -0.88 -0.25 0.27
O -3.033 -1.355 0.877 0.60 -1.88 -0.59
H -4.245 -0.695 -0.652 0.19 -0.74 -0.23
H -2.559 -0.830 -1.073 -0.14 -1.03 -0.19
H -4.407 -3.313 -0.351 -0.27 0.52 -0.24
H -2.800 -3.350 -0.810 2.27 -1.40 0.27
H -4.846 -2.554 -2.340 -0.20 0.13 -0.95
H -3.312 -0.564 1.323 -0.15 0.81 0.10
C 5.400 2.114 1.091 0.80 -1.35 -1.77
C 5.171 2.251 -0.443 1.77 0.49 0.40
O 3.880 1.885 -0.847 -0.15 -1.55 0.95
O 6.652 2.541 1.429 2.74 1.31 -0.04
H 5.511 1.073 1.354 -1.30 -0.78 -0.30
H 4.690 2.535 1.701 -2.06 0.99 1.24
H 5.934 1.593 -0.836 0.08 -0.79 -0.43
H 5.511 3.172 -0.937 -0.75 0.44 0.77
H 3.833 1.011 -0.374 -0.84 0.76 -0.66
H 6.671 3.190 2.125 -0.22 0.28 0.17
C -4.528 0.763 -3.330 0.78 0.16 -0.95
C -4.501 0.046 -4.737 0.70 0.57 1.26
O -3.258 0.246 -5.424 -1.60 0.57 0.12
O -5.705 0.548 -2.561 -0.55 -1.11 -2.13
H -4.380 1.846 -3.478 -0.11 -0.38 -0.13
H -3.657 0.409 -2.778 0.17 -0.16 0.10
H -5.295 0.410 -5.300 -1.29 0.94 -1.27
H -4.635 -1.002 -4.705 -0.40 -1.33 0.78
H -2.676 0.142 -4.691 1.84 0.00 0.54
H -5.525 0.827 -1.694 0.28 0.68 1.62
C 0.602 0.628 0.104 -1.01 -2.59 0.06
C -0.756 1.143 0.365 0.29 0.03 0.40
O -1.432 1.684 -0.774 -0.28 -0.02 0.29
O 0.473 -0.448 -0.797 0.50 0.65 -2.05
H 1.045 0.206 0.963 -0.32 -0.39 1.82
H 1.417 1.231 -0.097 1.09 2.12 -1.59
H -0.520 1.924 1.077 -1.07 0.60 0.42
H -1.345 0.298 0.783 0.35 0.71 0.07
H -1.617 0.970 -1.417 0.44 0.34 0.21
H 0.396 -1.250 -0.313 -0.12 -1.28 0.63
C -0.666 -2.796 -3.127 0.09 1.60 0.91
C -1.133 -1.733 -4.067 -1.04 -0.53 -2.99
O -1.088 -0.459 -3.488 -1.50 -0.43 -0.05
O -0.651 -4.048 -3.658 0.75 -2.03 -1.98
H -1.281 -2.719 -2.219 -0.04 -0.53 -0.32
H 0.325 -2.556 -2.785 0.78 0.55 0.32
H -2.120 -1.946 -4.512 -0.30 0.03 1.19
H -0.650 -1.744 -5.102 0.67 0.05 1.32
H -0.169 -0.296 -3.505 1.75 1.41 0.37
H 0.009 -4.066 -4.413 -1.25 0.00 1.34
C -2.159 4.160 -3.278 -1.31 1.12 -2.00
C -1.912 2.850 -3.857 0.46 -5.21 -0.44
O -0.604 2.741 -4.363 -0.26 0.13 -0.40
O -3.464 4.186 -2.720 -0.36 1.16 0.51
H -2.106 4.847 -4.152 -0.11 -0.08 0.38
H -1.437 4.535 -2.616 1.24 0.00 1.27
H -2.599 2.486 -4.695 0.60 1.33 0.94
H -2.045 1.908 -3.136 -0.01 2.20 -0.70
H 0.022 2.843 -3.610 0.03 0.32 -0.39
H -3.652 5.141 -2.694 -0.44 -0.68 0.17
C 2.995 0.588 4.398 -2.49 1.32 0.08
C 2.248 1.472 3.382 0.23 0.54 1.33
O 1.046 1.890 3.956 -1.80 -0.17 -0.16
O 4.320 0.732 4.153 2.50 -0.17 -0.55
H 2.623 -0.434 4.176 0.35 0.42 0.89
H 2.791 1.034 5.427 -0.42 -1.07 -0.95
H 2.078 0.939 2.489 0.00 -0.62 -1.09
H 2.782 2.382 3.139 0.78 -0.03 -0.02
H 0.325 1.863 3.286 0.70 0.33 0.85
H 4.765 0.044 4.646 0.49 -0.11 0.01
C 0.421 -1.129 5.580 2.52 0.61 1.00
C -0.455 -1.624 4.541 -2.33 2.16 -1.00
O -0.366 -0.851 3.326 0.69 -1.25 0.06
O 0.008 -1.588 6.823 0.39 -1.71 0.91
H 0.506 -0.070 5.690 0.01 0.98 -0.87
H 1.439 -1.515 5.399 -0.31 0.20 0.22
H -1.512 -1.535 4.884 0.59 -0.56 -0.11
H -0.151 -2.603 4.391 -0.12 -2.22 -0.71
H -1.204 -0.382 3.323 -0.21 0.65 -0.27
H -0.623 -0.952 7.089 -1.12 0.73 0.93
C 0.591 -4.927 1.060 -0.23 -1.83 -1.04
C -0.595 -4.079 1.457 -1.02 -1.99 -1.49
O -0.643 -3.005 0.548 1.07 -0.57 -0.67
O 0.821 -6.150 1.747 -1.25 -0.11 1.84
H 1.509 -4.430 1.150 1.16 1.61 -0.33
H 0.424 -5.308 0.048 -0.02 1.11 -0.44
H -0.651 -3.751 2.430 0.71 0.97 2.51
H -1.504 -4.725 1.421 0.32 0.24 -0.54
H -1.313 -2.405 0.836 -1.11 0.94 0.49
H 1.549 -6.599 1.333 0.26 -0.16 -0.29
C 2.584 -3.769 -1.459 0.92 1.36 2.08
C 3.539 -2.784 -0.700 0.40 -1.03 -2.76
O 3.213 -1.501 -1.296 0.52 0.02 0.04
O 3.028 -5.035 -1.319 0.29 -2.42 -2.65
H 2.494 -3.556 -2.486 0.40 0.37 -1.48
H 1.580 -3.684 -1.089 -0.69 0.50 0.51
H 4.680 -3.036 -0.800 -2.14 0.35 -0.05
H 3.282 -2.813 0.353 0.02 0.50 0.07
H 3.352 -1.473 -2.262 0.16 -0.45 0.85
H 3.233 -5.280 -0.457 0.44 -0.37 2.39

---

Record 2
71
Properties=species:S:1:pos:R:3:forces:R:3 method="wB97M-V/def2-TZVPD" homo_lumo_gap_ev=2.776 e_homo_ev=-4.7 charge=-3
Mg -0.943 -1.215 -0.042 -0.83 0.29 0.11
O -4.073 7.849 3.841 2.93 -2.64 -1.80
C -3.108 7.173 3.388 -2.82 3.91 2.00
O -2.618 6.091 3.913 -0.11 -1.35 0.27
B -1.366 5.734 3.240 -0.11 0.24 -0.05
O -1.210 6.787 2.226 3.98 -3.71 -0.17
C -2.063 7.660 2.361 -3.29 5.95 -1.07
O -2.035 8.770 1.824 -0.52 -1.79 1.00
O -1.373 4.449 2.521 -3.32 1.62 -1.63
C -0.521 3.650 2.929 3.27 -3.80 1.56
O -0.326 2.469 2.606 -0.41 2.21 0.37
C 0.321 4.450 3.997 2.96 -1.28 0.65
O -0.268 5.620 4.208 -0.02 -0.41 -0.46
O 1.400 4.079 4.460 -2.53 0.88 -0.74
O -3.318 -4.317 5.176 0.93 0.12 1.00
C -2.299 -4.023 5.750 -0.60 -0.02 -0.13
O -2.088 -3.905 7.101 0.28 0.40 -2.77
B -0.735 -3.318 7.216 0.12 -0.39 1.36
O -0.064 -3.377 5.892 -0.40 0.63 0.32
C -0.958 -3.657 4.975 -0.55 0.19 0.76
O -0.791 -3.593 3.791 -0.22 -0.22 -0.30
O -0.748 -2.007 7.918 -0.84 -0.55 -1.93
C 0.103 -1.973 8.903 0.12 2.48 0.64
O 0.257 -0.942 9.548 0.54 -2.33 -0.31
C 0.723 -3.394 8.991 1.17 -0.73 2.85
O 0.056 -4.152 8.120 1.65 -0.07 1.17
O 1.548 -3.731 9.861 -2.14 0.51 -2.81
O -0.942 9.239 -3.248 0.63 -3.39 -2.66
C -0.838 8.122 -3.826 0.49 3.89 2.58
O -1.605 7.122 -3.553 -0.10 -2.50 -0.95
B -1.020 5.881 -4.240 -0.06 -0.18 0.28
O 0.150 6.344 -5.024 -0.86 0.24 -0.08
C 0.321 7.612 -4.757 1.18 2.60 0.12
O 1.250 8.330 -5.079 -1.05 -1.22 0.02
O -2.028 5.117 -5.012 0.07 0.27 0.44
C -2.164 3.911 -4.486 -2.19 -2.80 -1.34
O -2.970 3.035 -4.860 2.38 2.71 1.18
C -1.075 3.719 -3.398 0.73 -1.11 0.64
O -0.449 4.892 -3.307 -0.54 -0.97 0.81
O -0.793 2.667 -2.824 -0.60 2.31 -1.03
O -1.413 -3.814 -3.777 0.41 0.42 1.84
C -1.174 -4.245 -4.852 -1.58 0.47 -1.02
O -0.124 -4.908 -5.273 -0.57 -0.15 -0.34
B -0.430 -5.280 -6.670 0.42 0.26 -1.51
O -1.600 -4.504 -7.116 0.08 -0.61 0.39
C -2.203 -4.026 -6.041 -1.85 0.93 -0.05
O -3.319 -3.506 -6.005 2.92 -1.26 0.20
O -0.626 -6.762 -6.827 -0.22 1.38 0.26
C 0.491 -7.238 -7.287 2.21 -2.44 0.37
O 0.819 -8.416 -7.246 -0.45 1.61 -0.53
C 1.442 -6.058 -7.750 1.90 0.64 -1.95
O 0.726 -4.946 -7.552 0.49 -0.94 0.54
O 2.569 -6.097 -8.292 -3.67 -0.27 1.95
N -5.563 -0.829 0.322 -2.26 1.68 -1.47
O -4.407 -0.855 0.719 3.06 -0.58 1.14
O -6.417 -0.465 1.141 0.31 -0.79 -0.59
O -5.788 -0.997 -0.882 -0.15 -0.41 0.86
O 2.885 -2.090 -0.372 -1.11 0.49 0.22
C 3.983 -2.279 -0.788 2.95 -1.43 -0.53
O 4.912 -3.074 -0.183 -0.29 0.15 -0.30
C 4.714 -3.489 1.166 -1.04 -0.29 0.12
C 5.196 -2.417 2.081 0.85 0.71 0.17
C 4.655 -1.725 -2.040 -1.10 0.13 -0.21
H 5.263 -4.424 1.277 -0.05 0.08 -0.04
H 3.661 -3.671 1.382 -0.09 -0.20 -0.39
H 5.062 -1.434 1.629 -0.34 0.01 -0.03
H 6.278 -2.516 2.165 0.02 0.07 0.57
H 4.673 -2.401 3.038 0.32 -0.20 0.06
H 5.519 -2.209 -2.495 -0.06 -0.58 0.85
H 4.990 -0.727 -1.761 -0.39 0.29 -0.39
H 3.884 -1.769 -2.810 0.00 0.81 -0.08